i.
A structure of composition C3H9N3P. Source: the Open Molecules 2025 dataset; level of theory: ωB97M-V/def2-TZVPD.

Values from the calculation:
gap between HOMO and LUMO = 8.698 eV

The geometry in ORCA input format:
```
! wB97M-V def2-TZVPD RIJCOSX def2/J DEFGRID3
* xyz 1 1
C 0.32 -0.76 -1.22
C 1.03 -1.50 -0.13
C -1.42 0.56 -0.03
N -1.14 1.44 1.13
N -0.08 0.52 -0.70
N 1.41 -0.71 0.76
P 1.07 1.04 0.39
H 1.15 -0.46 -1.81
H -0.59 -1.20 -1.85
H -1.28 0.89 1.99
H 1.24 -2.58 -0.10
H -1.68 -0.54 0.05
H -2.20 1.11 -0.69
H -1.75 2.32 1.13
H 1.76 -1.04 1.66
H 2.15 0.91 -0.59
*
```


ii.
A structure of composition C3H9N3P. Source: the Open Molecules 2025 dataset; level of theory: ωB97M-V/def2-TZVPD.

Values from the calculation:
gap between HOMO and LUMO = 7.926 eV

The geometry in ORCA input format:
```
! wB97M-V def2-TZVPD RIJCOSX def2/J DEFGRID3
* xyz 1 1
C 0.89 -1.16 -0.09
C 2.15 -0.31 0.14
C -1.56 -0.53 0.20
N -2.05 0.77 0.09
N -0.18 -0.30 -0.26
N 1.89 0.95 0.04
P 0.11 1.39 -0.03
H 1.16 -1.80 -0.89
H 0.78 -1.82 0.86
H -2.72 1.04 0.79
H 3.10 -0.69 0.45
H -1.67 -0.95 1.18
H -1.94 -1.36 -0.43
H -2.28 1.03 -0.89
H 2.41 1.73 0.24
H -0.10 2.01 -1.38
*
```


iii.
A structure of composition C3H9N3P. Source: the Open Molecules 2025 dataset; level of theory: ωB97M-V/def2-TZVPD.

Values from the calculation:
gap between HOMO and LUMO (alpha / beta) = 7.763 / 7.765 eV

The geometry in ORCA input format:
```
! wB97M-V def2-TZVPD RIJCOSX def2/J DEFGRID3
* xyz 1 1
C 0.88 -0.13 0.63
C 1.37 -1.49 0.34
C -0.84 -0.10 -1.03
N 1.07 0.32 1.83
N 0.17 0.50 -0.24
N -0.42 1.97 0.77
P 0.16 1.52 2.43
H 2.40 -1.27 0.04
H 0.83 -1.94 -0.54
H 1.44 -2.08 1.24
H -1.53 0.65 -1.35
H -0.51 -0.58 -1.96
H -1.38 -0.81 -0.47
H -0.28 2.85 0.36
H -1.39 1.75 0.69
H -0.87 0.83 2.96
*
```


Which of them is the most stable? Correct choice: ii.


i.
A cluster of 2 separate species, C3H5FN2 in total. Source: the Open Molecules 2025 dataset; level of theory: ωB97M-V/def2-TZVPD.

Values from the calculation:
gap between HOMO and LUMO = 10.034 eV

The geometry in ORCA input format:
```
! wB97M-V def2-TZVPD RIJCOSX def2/J DEFGRID3
* xyz 0 1
C 3.43 -1.96 -0.06
C -1.30 0.60 -0.04
C -0.44 -0.36 -0.49
N 2.54 -1.97 0.64
N -1.19 2.08 -0.02
F -0.71 -1.61 -0.06
H -0.25 2.51 -0.16
H -2.15 0.31 0.64
H 0.42 -0.18 -1.05
H 1.64 -1.83 1.09
H -1.99 2.40 -0.49
*
```


ii.
The molecule C3H5FN2. Source: the Open Molecules 2025 dataset; level of theory: ωB97M-V/def2-TZVPD.

Values from the calculation:
gap between HOMO and LUMO = 9.884 eV

The geometry in ORCA input format:
```
! wB97M-V def2-TZVPD RIJCOSX def2/J DEFGRID3
* xyz 0 1
C -0.14 -0.74 0.61
C 1.19 -0.24 0.51
C -0.79 -0.01 -0.51
N -0.03 1.10 -0.84
N 1.16 0.85 -0.16
F -0.19 0.29 1.90
H -0.50 -1.69 0.97
H 1.99 -0.49 1.12
H -1.07 -0.66 -1.42
H -1.79 0.47 -0.29
H 0.17 1.12 -1.89
*
```


iii.
The molecule C3H5FN2. Source: the Open Molecules 2025 dataset; level of theory: ωB97M-V/def2-TZVPD.

Values from the calculation:
gap between HOMO and LUMO = 10.100 eV

The geometry in ORCA input format:
```
! wB97M-V def2-TZVPD RIJCOSX def2/J DEFGRID3
* xyz 0 1
C -1.20 -0.09 -0.03
C 0.20 -0.64 0.02
C 1.32 0.14 -0.21
H -1.98 1.99 0.09
H -0.39 1.84 0.50
H -1.72 -1.87 0.17
H 0.56 -1.57 0.33
H 1.34 1.28 -0.46
N -1.10 1.38 0.04
N -2.20 -0.91 -0.06
F 2.59 -0.16 0.09
*
```


iv.
The molecule C3H5FN2. Source: the Open Molecules 2025 dataset; level of theory: ωB97M-V/def2-TZVPD.

Values from the calculation:
gap between HOMO and LUMO = 9.370 eV

The geometry in ORCA input format:
```
! wB97M-V def2-TZVPD RIJCOSX def2/J DEFGRID3
* xyz 0 1
C 1.07 0.34 0.82
C 0.07 -0.83 0.62
C -0.80 0.75 -0.86
N 0.95 1.39 0.19
N -0.61 -0.59 -0.62
F -0.77 1.12 -2.13
H 1.83 0.15 1.58
H 0.57 -1.80 0.62
H -0.63 -0.78 1.45
H -1.50 1.31 -0.26
H -0.18 -1.05 -1.42
*
```


Which of them is the most stable? Correct choice: iii.


i.
The ion C2H9N2O with charge +1. Source: the Open Molecules 2025 dataset; level of theory: ωB97M-V/def2-TZVPD.

Values from the calculation:
gap between HOMO and LUMO = 10.619 eV

The geometry in ORCA input format:
```
! wB97M-V def2-TZVPD RIJCOSX def2/J DEFGRID3
* xyz 1 1
C -0.03 0.59 0.63
N 0.48 1.84 0.02
H -0.85 0.84 1.30
H 0.78 0.16 1.23
H 1.16 2.40 0.54
H -0.29 2.52 -0.18
N -0.72 -0.19 -0.40
C -0.40 -1.63 -0.26
O 1.04 -1.55 -0.44
H -1.73 -0.11 -0.38
H 0.85 1.63 -0.91
H -0.65 -1.95 0.78
H -0.83 -2.12 -1.13
H 1.21 -2.44 -0.79
*
```


ii.
A cluster of 2 separate species, C2H9N2O in total. Source: the Open Molecules 2025 dataset; level of theory: ωB97M-V/def2-TZVPD.

Values from the calculation:
gap between HOMO and LUMO = 5.729 eV

The geometry in ORCA input format:
```
! wB97M-V def2-TZVPD RIJCOSX def2/J DEFGRID3
* xyz 1 1
C 0.04 0.42 -1.53
N 0.01 0.10 1.37
C 1.08 0.48 0.65
N 1.09 -0.10 -0.66
H 0.42 1.23 -2.16
H -0.86 0.68 -0.95
H -0.30 -0.42 -2.14
H 0.13 0.26 2.38
H 2.03 0.35 1.23
H 1.27 1.58 0.48
H 0.95 -1.11 -0.62
H -1.27 -0.79 0.91
H -2.63 -1.60 0.76
O -1.97 -1.08 0.29
*
```


Which of them is the most stable? Correct choice: i.


i.
A structure of composition C2H4NO2. Source: the Open Molecules 2025 dataset; level of theory: ωB97M-V/def2-TZVPD.

Values from the calculation:
gap between HOMO and LUMO = 8.574 eV

The geometry in ORCA input format:
```
! wB97M-V def2-TZVPD RIJCOSX def2/J DEFGRID3
* xyz -1 1
O -1.54 1.47 0.49
C -0.50 0.86 0.78
O 0.34 1.12 1.67
C -0.20 -0.40 -0.18
N 0.97 -0.89 -1.00
H -0.51 -1.17 0.55
H 0.69 0.15 -1.03
H 1.81 -0.78 -0.43
H -1.06 -0.35 -0.85
*
```


ii.
The ion C2H4NO2 with charge -1. Source: the Open Molecules 2025 dataset; level of theory: ωB97M-V/def2-TZVPD.

Values from the calculation:
gap between HOMO and LUMO = 7.304 eV

The geometry in ORCA input format:
```
! wB97M-V def2-TZVPD RIJCOSX def2/J DEFGRID3
* xyz -1 1
O 1.89 -0.48 1.54
C 0.89 -0.58 0.86
N 0.10 0.45 0.46
C -0.84 0.29 -0.76
O -0.79 1.29 -1.57
H 0.42 -1.51 0.48
H 0.66 1.30 0.47
H -0.52 -0.72 -1.19
H -1.82 -0.04 -0.31
*
```


iii.
The ion C2H4NO2 with charge -1. Source: the Open Molecules 2025 dataset; level of theory: ωB97M-V/def2-TZVPD.

Values from the calculation:
gap between HOMO and LUMO = 8.130 eV

The geometry in ORCA input format:
```
! wB97M-V def2-TZVPD RIJCOSX def2/J DEFGRID3
* xyz -1 1
O -1.21 -0.91 0.74
C -0.66 -0.18 -0.03
O -1.12 0.70 -0.71
C 0.86 -0.42 -0.22
N 1.70 0.76 0.12
H 1.16 -1.34 0.39
H 0.97 -0.77 -1.25
H 2.18 0.47 0.94
H 1.15 1.62 0.30
*
```


iv.
A structure of composition C2H4NO2. Source: the Open Molecules 2025 dataset; level of theory: ωB97M-V/def2-TZVPD.

Values from the calculation:
gap between HOMO and LUMO (alpha / beta) = 6.681 / 6.674 eV

The geometry in ORCA input format:
```
! wB97M-V def2-TZVPD RIJCOSX def2/J DEFGRID3
* xyz -1 1
C -1.16 0.20 -0.11
C -0.07 -0.63 0.51
N 1.39 0.06 -0.41
O 1.99 0.86 0.43
O -1.90 1.16 0.29
H -1.39 -0.22 -1.10
H 0.22 -0.56 1.59
H 0.01 -1.59 -0.14
H 0.91 0.73 -1.06
*
```


Which of them is the most stable? Correct choice: iii.


i.
A cluster of 2 separate species, C2H8N3 in total. Source: the Open Molecules 2025 dataset; level of theory: ωB97M-V/def2-TZVPD.

Values from the calculation:
gap between HOMO and LUMO = 11.801 eV

The geometry in ORCA input format:
```
! wB97M-V def2-TZVPD RIJCOSX def2/J DEFGRID3
* xyz 1 1
C -1.93 -0.58 1.50
C 1.37 0.65 -1.27
N -0.97 -1.07 0.80
N 1.30 1.39 -0.17
N 0.61 -0.40 -1.34
H -2.21 0.47 1.26
H -2.56 -1.14 2.23
H 2.17 0.82 -2.02
H 0.63 1.14 0.62
H 1.78 2.27 -0.08
H 0.09 -0.49 -0.44
H 0.50 -0.98 -2.23
H -0.80 -2.06 1.14
*
```


ii.
A structure of composition C2H8N3. Source: the Open Molecules 2025 dataset; level of theory: ωB97M-V/def2-TZVPD.

Values from the calculation:
gap between HOMO and LUMO = 8.738 eV

The geometry in ORCA input format:
```
! wB97M-V def2-TZVPD RIJCOSX def2/J DEFGRID3
* xyz 1 1
C -1.79 -0.57 0.19
C 2.06 0.20 0.15
N -2.53 0.43 -0.16
N 0.05 -1.13 -0.20
N 0.92 -0.30 -0.59
H -2.14 -1.54 0.60
H 2.19 -0.52 1.08
H 2.99 0.23 -0.56
H 1.91 1.16 0.56
H -3.57 0.40 -0.08
H 0.16 -1.43 0.79
H -2.20 1.27 -0.54
H 1.04 -0.05 -1.55
*
```


iii.
A cluster of 2 separate species, C2H8N3 in total. Source: the Open Molecules 2025 dataset; level of theory: ωB97M-V/def2-TZVPD.

Values from the calculation:
gap between HOMO and LUMO = 9.824 eV

The geometry in ORCA input format:
```
! wB97M-V def2-TZVPD RIJCOSX def2/J DEFGRID3
* xyz 1 1
C 1.71 0.09 1.60
N 0.62 0.64 1.30
H 1.93 -0.94 1.26
H 2.53 0.49 2.20
H 0.27 1.35 1.94
H -0.81 1.42 -0.93
N 0.00 -0.93 -1.12
C -1.22 -0.49 -1.09
N -1.51 0.75 -0.69
H 0.75 -0.35 -0.78
H 0.21 -1.86 -1.44
H -1.99 -1.05 -1.62
H -2.51 0.87 -0.64
*
```


iv.
The ion C2H8N3 with charge +1. Source: the Open Molecules 2025 dataset; level of theory: ωB97M-V/def2-TZVPD.

Values from the calculation:
gap between HOMO and LUMO = 9.824 eV

The geometry in ORCA input format:
```
! wB97M-V def2-TZVPD RIJCOSX def2/J DEFGRID3
* xyz 1 1
C 0.40 0.38 -0.64
C -1.26 0.45 2.00
N 0.74 1.49 -0.99
N -0.39 0.09 0.45
N 0.87 -0.92 -1.51
H -0.83 1.44 2.33
H -0.59 -0.26 2.61
H -2.39 0.20 1.83
H 1.39 1.58 -1.76
H -0.82 -0.85 0.62
H 0.37 -1.10 -2.47
H 1.82 -0.83 -1.62
H 0.70 -1.69 -0.84
*
```


Which of them is the most stable? Correct choice: i.


i.
A cluster of 2 separate species, C4H3O3 in total. Source: the Open Molecules 2025 dataset; level of theory: ωB97M-V/def2-TZVPD.

Values from the calculation:
gap between HOMO and LUMO = 6.097 eV

The geometry in ORCA input format:
```
! wB97M-V def2-TZVPD RIJCOSX def2/J DEFGRID3
* xyz -1 1
C -0.25 -0.47 2.14
C -0.22 0.09 1.04
C 1.19 -0.62 -1.31
C -0.30 0.75 -0.14
O 0.62 -1.25 -2.16
O 2.15 -0.20 -0.70
O -1.62 0.88 -0.73
H -0.10 -0.85 3.13
H 0.42 1.63 -0.27
H -1.89 0.03 -1.01
*
```


ii.
A structure of composition C4H3O3. Source: the Open Molecules 2025 dataset; level of theory: ωB97M-V/def2-TZVPD.

Values from the calculation:
gap between HOMO and LUMO = 7.667 eV

The geometry in ORCA input format:
```
! wB97M-V def2-TZVPD RIJCOSX def2/J DEFGRID3
* xyz -1 1
C -0.54 -0.40 0.93
C -0.45 0.18 2.16
C -0.81 -0.31 -0.39
C 0.76 0.07 -1.47
O -1.73 -0.52 -1.09
O -0.95 0.41 3.21
O 0.72 0.17 1.60
H 1.15 -0.84 -1.88
H 1.55 0.62 -0.81
H 0.31 0.61 -2.26
*
```


Which of them is the most stable? Correct choice: i.